1.
Here is C30H50AsBrN4O6SSi3Ti as an isolated structure from OMol25. Energies are from ωB97M-V with the def2-TZVPD basis set.

## Properties
Energy relative to the best compared isomer or geometry (same formula, charge and spin)   14.3 kcal per mole
Highest occupied orbital energy   -7.780 eV
Charge   0
Frontier orbital gap   7.46 eV

Structure (XYZ):
```
97
Properties=species:S:1:pos:R:3:forces:R:3:lowdin_charge:R:1
Ti 0.140671 0.181406 -0.185670 -0.27 -0.45 -0.32 0.726
C 4.639850 -1.778486 2.297179 0.00 -0.01 0.01 -0.022
C 3.233282 -2.178703 1.959153 -0.01 0.01 -0.02 -0.234
C 2.688889 -3.404221 2.317847 -0.01 0.01 -0.01 -0.004
C 1.382336 -3.707840 1.973666 0.02 0.00 0.01 -0.097
C 0.652737 -2.755301 1.285528 -0.02 -0.03 -0.05 -0.729
Br -1.108275 -3.159905 0.758435 0.04 -0.01 0.03 0.908
N 1.137655 -1.567668 0.944448 -0.06 0.08 0.21 -0.033
C 2.413045 -1.298950 1.269824 0.01 -0.04 0.00 -0.091
H 5.228791 -2.637814 2.614255 0.00 0.00 0.00 0.080
H 4.644449 -1.045054 3.105179 0.00 0.00 0.00 0.093
H 5.128970 -1.319294 1.438281 0.00 0.00 0.00 0.090
H 3.285882 -4.129860 2.857221 0.00 0.00 0.00 0.124
H 0.932619 -4.658052 2.220203 0.00 0.00 0.00 0.108
H 2.789865 -0.336684 0.949090 -0.01 0.03 0.01 0.104
O 5.405716 3.603187 -3.406834 -0.01 0.00 0.01 -0.032
C 4.064289 3.487841 -3.861914 0.00 0.01 -0.01 -0.245
N 3.520067 2.255873 -3.387420 0.01 -0.01 -0.01 0.104
C 3.740824 1.095512 -4.064735 0.01 0.04 0.01 -0.437
O 4.305291 1.014755 -5.137851 -0.01 -0.02 -0.01 0.083
C 3.225084 -0.111754 -3.340368 -0.06 -0.04 -0.05 -0.094
C 3.969469 -1.277084 -3.301577 0.01 0.03 0.00 0.023
C 3.526456 -2.322014 -2.505281 -0.03 -0.02 -0.04 -0.030
C 2.376197 -2.142973 -1.758596 -0.11 -0.11 0.00 -0.127
N 1.628196 -1.039011 -1.817732 0.25 0.39 0.23 0.030
C 2.037175 -0.063241 -2.627049 -0.08 -0.01 -0.10 -0.089
H 5.811592 4.360733 -3.839395 0.00 -0.01 -0.01 0.084
H 4.024408 3.477554 -4.952065 0.00 0.00 0.00 0.125
H 3.454950 4.304951 -3.468577 0.00 0.00 0.00 0.128
H 3.250794 2.191063 -2.409075 0.01 -0.01 0.00 0.108
H 4.885196 -1.341611 -3.875183 0.00 0.00 0.00 0.129
H 4.074007 -3.251860 -2.440613 -0.01 0.00 0.01 0.108
H 2.027379 -2.925263 -1.093089 0.02 0.01 0.02 0.110
H 1.396717 0.808182 -2.691262 0.02 0.01 0.02 0.121
C -2.365707 2.303396 -1.917088 -0.02 -0.02 0.03 -0.057
C -2.660961 1.041267 -2.669589 0.00 -0.02 0.00 -0.212
C -3.610690 1.028883 -3.682237 0.02 0.00 0.00 -0.055
C -3.843192 -0.113435 -4.431405 -0.01 0.01 -0.01 -0.086
C -3.108616 -1.258694 -4.173495 0.00 -0.01 0.02 -0.057
C -2.161501 -1.295240 -3.157413 -0.01 0.02 -0.01 -0.221
C -1.367713 -2.545166 -2.914943 -0.02 -0.02 0.03 -0.049
C -1.951186 -0.140958 -2.382955 -0.01 0.05 0.05 -0.269
N -1.032538 -0.146243 -1.338948 -0.21 0.13 -0.05 -0.085
H -3.113129 3.067765 -2.132699 0.00 0.00 0.00 0.087
H -1.381227 2.693682 -2.176635 0.01 0.01 -0.01 0.086
H -2.337450 2.128816 -0.841647 0.01 0.00 -0.01 0.027
H -4.162299 1.937659 -3.893499 0.00 0.00 0.00 0.108
H -4.581425 -0.106332 -5.222956 0.00 0.00 0.00 0.099
H -3.267618 -2.148879 -4.770913 0.00 0.00 0.00 0.106
H -1.604387 -3.297852 -3.666459 0.01 0.00 -0.01 0.078
H -1.581145 -2.964577 -1.931997 0.00 0.00 -0.03 0.010
H -0.297662 -2.342066 -2.944275 0.01 0.00 0.00 0.061
C 0.752623 -0.258802 4.205645 0.01 0.02 0.00 -0.195
Si -1.101419 -0.413120 3.967534 -0.04 0.00 0.00 0.308
C -1.582466 -2.224494 4.088646 -0.02 -0.01 0.02 -0.224
C -2.015870 0.460766 5.351239 0.03 0.02 0.01 -0.209
As -1.658281 0.545924 1.861924 0.11 0.03 0.05 0.877
Si -3.944274 0.034522 1.469250 -0.02 0.01 -0.01 0.300
C -4.779196 1.503440 0.666088 0.00 -0.01 0.00 -0.192
C -4.076190 -1.430533 0.316556 0.00 -0.03 0.01 -0.228
C -4.862032 -0.374990 3.054460 0.00 -0.02 0.01 -0.210
Si -1.696097 2.849784 2.556624 -0.02 -0.02 0.02 0.339
C -1.801525 4.005516 1.099105 0.00 0.00 -0.01 -0.197
C -3.219898 3.133822 3.636950 -0.01 0.00 -0.02 -0.212
C -0.158358 3.240150 3.540901 0.02 -0.02 -0.01 -0.194
H 1.234597 -1.225216 4.034400 0.00 0.00 -0.01 0.021
H 0.974855 0.047221 5.231194 0.00 -0.02 0.00 0.040
H 1.196941 0.468031 3.525136 0.00 0.01 0.01 0.005
H -1.626294 -2.484677 5.150616 0.00 0.00 0.00 0.040
H -0.840604 -2.871793 3.623379 0.00 0.00 0.00 -0.016
H -2.552560 -2.455038 3.647843 0.01 0.00 0.00 0.010
H -1.708629 0.001384 6.295681 0.00 0.00 0.00 0.040
H -3.096193 0.342620 5.260758 -0.01 0.00 0.00 0.019
H -1.792038 1.525146 5.411846 0.00 0.00 0.00 0.012
H -4.500168 1.591993 -0.384195 0.01 0.01 0.00 0.020
H -4.557022 2.445926 1.167142 -0.01 0.00 0.01 0.010
H -5.861119 1.347945 0.711420 0.00 0.00 -0.01 0.042
H -3.378161 -1.352518 -0.518393 -0.01 0.00 0.01 -0.002
H -5.090004 -1.459139 -0.093059 0.00 0.00 0.00 0.043
H -3.904117 -2.373298 0.840104 0.00 0.01 0.00 -0.001
H -5.029591 0.499761 3.683172 0.01 0.01 0.00 0.017
H -4.360151 -1.136538 3.652556 -0.01 0.01 0.00 0.010
H -5.844059 -0.769528 2.776622 0.00 0.00 0.00 0.038
H -2.738017 3.898377 0.549760 0.01 0.00 0.01 0.019
H -0.970341 3.872452 0.408269 0.00 0.00 0.00 0.018
H -1.762533 5.024743 1.496736 0.01 0.00 0.00 0.046
H -3.759349 2.223385 3.888888 0.00 0.00 0.00 -0.011
H -3.915508 3.808216 3.133037 -0.01 0.00 -0.01 0.032
H -2.923762 3.607481 4.575891 0.00 0.01 0.00 0.035
H 0.719246 3.263546 2.896543 0.01 0.01 0.00 0.018
H 0.034330 2.536849 4.351706 -0.01 0.00 0.01 0.015
H -0.292714 4.232179 3.983168 0.00 0.00 0.00 0.044
O 0.371088 2.124878 -0.525062 0.20 -0.25 -0.13 -0.455
S 1.719897 2.212273 0.247733 0.09 0.05 -0.10 0.308
O 2.101970 3.566104 0.496904 -0.10 0.03 0.11 -0.265
O 1.393651 1.386293 1.447696 0.02 -0.05 -0.07 -0.451
O 2.647325 1.416587 -0.579702 0.28 0.27 0.16 -0.356
```
Forces are in eV/Å.

2.
Here is C7H3F15NO15S5Zn2 as an isolated structure in a non-equilibrium geometry from OMol25. Energies are from ωB97M-V with the def2-TZVPD basis set.

## Properties
Energy relative to the best compared isomer or geometry (same formula, charge and spin)   14.3 kcal per mole
Highest occupied orbital energy   -5.659 eV
Charge   -1
Frontier orbital gap   3.34 eV

Structure (XYZ):
```
48
Properties=species:S:1:pos:R:3:forces:R:3:lowdin_charge:R:1
Zn 13.337349 18.247454 6.657703 2.25 -0.45 0.28 0.545
Zn 10.002069 20.826760 4.213381 3.42 -2.06 1.54 1.131
C 17.731707 19.816206 5.581634 -1.05 -0.91 0.93 -0.666
F 17.391894 20.928719 6.265881 0.41 -0.22 0.09 0.103
F 17.513489 20.057160 4.311847 -0.22 0.26 -0.91 0.145
F 19.022599 19.547589 5.729171 0.30 0.28 0.32 0.132
S 16.724048 18.289861 6.122668 -0.52 -4.58 0.17 0.543
O 15.361067 18.764759 6.437135 0.28 1.43 -0.04 -0.372
O 16.744255 17.379201 4.986704 0.42 2.32 -0.04 -0.306
O 17.332272 17.605604 7.266272 0.21 2.22 -0.21 -0.322
C 14.099374 22.437436 5.664812 -0.69 -2.54 1.38 -0.653
F 14.589337 21.468163 4.904624 0.23 0.40 -0.09 0.157
F 14.993795 22.805685 6.581347 -0.70 -0.34 -0.25 0.167
F 13.750678 23.458004 4.965775 -0.40 1.53 -1.13 0.187
S 12.469064 21.638800 6.436398 0.45 0.09 5.57 0.669
O 12.883228 20.304015 6.977042 -0.47 2.48 -1.21 -0.327
O 11.994690 22.545167 7.537512 1.26 -1.68 -3.14 -0.318
O 11.498358 21.507799 5.341497 -0.55 0.94 -1.16 -0.393
C 11.615100 17.198452 2.802119 4.36 0.73 3.39 -0.586
F 12.627187 16.306282 2.658670 -1.35 0.38 -0.20 0.116
F 10.919106 17.248496 1.722272 -1.24 0.09 -0.41 0.203
F 10.956394 16.904930 3.962358 -0.53 -0.25 -1.80 0.096
S 12.628597 18.816849 3.327544 2.49 -1.63 -0.05 0.636
O 13.699483 18.976874 2.337379 -2.15 -0.24 1.73 -0.253
O 11.630681 19.887771 3.287101 -2.49 1.79 -0.94 -0.392
O 13.031015 18.595092 4.734280 -0.81 0.33 -3.45 -0.316
C 8.747932 17.286153 6.875020 -0.08 -0.83 -1.21 -0.610
F 7.583833 17.941056 6.673523 0.52 -0.45 0.58 0.120
F 8.804986 16.700573 8.071848 -0.32 0.54 -0.71 0.159
F 8.823081 16.327771 5.915958 0.14 0.85 0.89 0.129
S 10.088588 18.556111 6.760262 2.38 2.61 2.23 0.614
O 9.949291 19.284922 5.475932 -1.31 -0.65 -0.99 -0.374
O 9.819596 19.450701 7.873352 -0.45 -1.26 -0.93 -0.257
O 11.399382 17.905773 6.845123 -2.89 -0.65 -0.16 -0.291
C 13.053810 13.790523 5.236106 0.69 0.38 0.17 -0.573
F 13.487623 12.484852 5.328414 -0.68 1.83 -0.31 0.089
F 12.662167 14.057801 3.969722 0.19 -0.69 0.89 0.095
F 11.990216 13.947633 6.047487 0.31 -0.37 -0.40 0.101
S 14.429423 15.032927 5.774689 5.85 1.53 0.15 0.590
O 15.483134 15.174608 4.706804 -4.15 -1.17 1.36 -0.330
O 13.800429 16.336732 6.132373 -1.01 -1.85 -1.09 -0.379
O 15.057366 14.465622 6.971175 -1.82 -0.55 -0.70 -0.335
C 13.360082 17.380393 11.310184 1.51 0.45 -2.33 -0.023
C 13.646823 17.463885 9.872323 -0.29 0.52 -4.64 -0.160
N 13.797128 17.566273 8.710039 -0.73 0.02 3.83 0.225
H 14.087964 18.135978 11.605778 -0.25 -0.07 1.18 0.091
H 13.737948 16.370858 11.471918 -0.70 -0.02 1.21 0.096
H 12.323105 17.697757 11.420054 0.16 -0.55 0.59 0.095
```
Forces are in eV/Å.

3.
Here is a 2-piece molecular cluster, C5H5NO overall in a non-equilibrium geometry from OMol25. Energies are from ωB97M-V with the def2-TZVPD basis set.

## Properties
Energy relative to the best compared isomer or geometry (same formula, charge and spin)   240.5 kcal per mole
Highest occupied orbital energy (spin up / spin down)   -9.212 / -9.226 eV
Charge   0
Frontier orbital gap (spin up / spin down)   4.93 / 4.95 eV

Structure (XYZ):
```
12
Properties=species:S:1:pos:R:3:forces:R:3:lowdin_charge:R:1
C -2.069117 2.181372 2.953919 -1.89 2.44 3.46 -0.168
C -1.351733 1.448763 2.360455 2.64 -3.04 -3.51 -0.057
C -0.573317 -1.116020 -0.923180 -2.74 -0.26 -0.34 -0.418
C 1.014569 -1.091096 -1.578839 -1.94 2.21 0.82 0.041
C 1.267753 -0.062383 -0.529118 3.12 -1.47 2.31 -0.199
N -0.116026 -0.163063 -0.104434 -0.48 -1.31 0.34 0.204
O -1.600276 -1.615597 -1.292187 1.95 0.31 0.64 0.145
H -2.349052 2.660975 3.903197 -0.12 -0.23 -1.20 0.014
H 1.467578 -2.004917 -1.637339 1.08 -2.56 1.04 0.085
H 0.805888 -0.842947 -2.586116 -0.29 1.21 -0.87 0.110
H 2.137455 -0.306857 0.256380 -2.24 0.30 -1.53 0.167
H 1.366278 0.911770 -0.822740 0.91 2.38 -1.14 0.077
```
Forces are in eV/Å.